[1]
{
  "formula": "C33H32N4OsP2S2Se",
  "method": "the ωB97M-V functional and the def2-TZVPD basis",
  "elements": ["Os", "C", "S", "C", "C", "C", "N", "P", "C", "C", "C", "C", "C", "C", "C", "C", "C", "C", "C", "C", "P", "C", "C", "C", "C", "C", "C", "C", "C", "C", "C", "C", "C", "H", "H", "H", "H", "H", "H", "H", "H", "H", "H", "H", "H", "H", "H", "H", "H", "H", "H", "H", "H", "H", "H", "H", "H", "H", "H", "H", "H", "H", "S", "Se", "N", "C", "C", "C", "C", "N", "C", "N", "H", "H", "H"],
  "coordinates": [[-1.405884, 0.838319, -1.933200], [3.979491, -3.174196, 2.526032], [4.513350, -1.580165, 1.856154], [3.403141, -0.441449, 2.747951], [2.410573, 0.260106, 1.825530], [1.527405, -0.732180, 1.084899], [0.531011, -0.072147, 0.205226], [0.755958, 0.044595, -1.464825], [2.391984, 0.732027, -1.686819], [3.499463, -0.114240, -1.614605], [4.774147, 0.428305, -1.637984], [4.946798, 1.800909, -1.754469], [3.846585, 2.643261, -1.853587], [2.567544, 2.112299, -1.820506], [0.766858, -1.606570, -2.170029], [1.297800, -1.776973, -3.453869], [1.163731, -2.998248, -4.095871], [0.504594, -4.045732, -3.463714], [-0.021310, -3.879007, -2.187832], [0.095001, -2.656986, -1.546131], [-1.009542, 0.499092, 0.624893], [-1.418519, -0.413323, 2.124009], [-1.705622, -1.777781, 2.018684], [-1.935617, -2.530919, 3.156091], [-1.896441, -1.919407, 4.405451], [-1.618833, -0.564386, 4.513603], [-1.385303, 0.197598, 3.376072], [-0.922242, 2.239705, 1.102536], [0.221245, 3.006883, 0.919698], [0.172710, 4.376773, 1.132598], [-1.018284, 4.982598, 1.509733], [-2.163875, 4.218563, 1.696864], [-2.120500, 2.847925, 1.485809], [4.725583, -3.907556, 2.227634], [3.008104, -3.474462, 2.131398], [3.946288, -3.134920, 3.613267], [4.036063, 0.294305, 3.239461], [2.882898, -1.013472, 3.518085], [2.952179, 0.876903, 1.102030], [1.775033, 0.926647, 2.420531], [1.003213, -1.368111, 1.799550], [2.144137, -1.377927, 0.460395], [3.375948, -1.187419, -1.546364], [5.632858, -0.225598, -1.567315], [5.946262, 2.216232, -1.775830], [3.984803, 3.711080, -1.961903], [1.708865, 2.763732, -1.911563], [1.821412, -0.963128, -3.942341], [1.572172, -3.133986, -5.088791], [0.398665, -4.997176, -3.969232], [-0.519684, -4.705487, -1.697743], [-0.313238, -2.516312, -0.552606], [-1.731290, -2.250532, 1.042591], [-2.145228, -3.589858, 3.075077], [-2.088408, -2.503633, 5.296289], [-1.583731, -0.094532, 5.487957], [-1.171566, 1.253650, 3.467817], [1.148277, 2.530390, 0.619515], [1.065997, 4.974468, 1.001698], [-1.055018, 6.054437, 1.656727], [-3.087795, 4.691003, 2.004812], [-3.016083, 2.249714, 1.628501], [-0.753926, 2.741159, -2.699868], [-4.528367, -2.319903, -0.488348], [-5.924955, -1.531205, -1.172293], [-5.495856, -0.436916, -1.777721], [-6.288628, 0.480581, -2.524822], [-5.654693, 1.537240, -3.103265], [-4.262937, 1.722319, -2.943316], [-3.483080, 0.911072, -2.249611], [-4.080366, -0.203587, -1.680082], [-3.365597, -1.097974, -1.048819], [-7.353924, 0.316296, -2.635058], [-6.200887, 2.260239, -3.692733], [-3.770895, 2.576953, -3.392103]],
  "atomic_forces_ev_per_a": [[0.010, 0.489, 0.211], [-0.050, 0.071, -0.068], [0.031, -0.043, 0.073], [0.058, -0.067, -0.203], [-0.088, -0.006, 0.076], [0.035, 0.376, 0.055], [0.000, -0.387, 0.004], [0.669, -0.328, 0.751], [-0.164, 0.289, -0.389], [0.008, -0.006, -0.035], [0.018, -0.027, 0.004], [0.032, -0.003, 0.028], [-0.050, 0.008, 0.012], [0.066, -0.102, 0.030], [-0.118, 0.125, -0.317], [-0.032, -0.061, 0.007], [0.004, 0.020, 0.015], [-0.014, 0.008, 0.004], [0.005, -0.029, -0.021], [0.009, 0.016, 0.066], [0.819, 0.558, -0.100], [-0.401, -0.155, -0.261], [-0.004, 0.000, -0.012], [-0.002, 0.012, 0.008], [-0.004, -0.003, -0.005], [-0.006, 0.001, 0.012], [0.022, -0.046, -0.010], [-0.223, -0.071, 0.034], [0.104, -0.090, 0.059], [0.025, 0.016, -0.031], [0.004, 0.015, 0.001], [-0.018, -0.065, -0.023], [0.030, 0.081, 0.000], [-0.011, -0.009, -0.007], [0.018, -0.010, 0.034], [0.034, -0.018, -0.016], [-0.071, 0.035, 0.080], [0.029, 0.034, 0.020], [-0.025, 0.009, 0.009], [0.067, 0.016, -0.011], [-0.091, -0.038, -0.038], [0.000, -0.078, -0.004], [0.014, 0.002, 0.051], [-0.005, 0.008, 0.001], [-0.023, -0.010, -0.009], [0.003, -0.025, -0.009], [0.021, 0.038, 0.055], [-0.016, -0.010, -0.006], [0.005, 0.004, 0.033], [0.026, 0.018, 0.026], [0.010, 0.018, 0.000], [0.018, -0.035, -0.007], [-0.004, 0.012, 0.023], [-0.005, 0.025, 0.007], [0.027, 0.015, -0.017], [-0.011, -0.006, -0.026], [0.014, 0.002, 0.011], [-0.020, 0.068, 0.004], [-0.021, -0.018, 0.001], [0.008, -0.035, 0.031], [0.020, -0.016, -0.015], [0.000, 0.040, 0.005], [-0.249, -0.498, -0.035], [0.181, -0.309, 0.216], [-0.104, 0.126, -0.163], [0.088, 0.125, -0.033], [-0.022, -0.062, 0.028], [-0.078, 0.071, -0.038], [0.254, 0.108, 0.150], [-0.512, -0.361, -0.066], [-0.463, 0.346, -0.381], [0.053, -0.171, 0.085], [0.049, 0.001, 0.042], [0.028, -0.008, 0.007], [-0.012, 0.001, -0.015]],
  "spin_multiplicity": 5,
  "homo_energy_ev": [-12.68, -12.68],
  "total_charge": 2,
  "lumo_energy_ev": [-7.1706, -8.0573],
  "s2": 6.0268
}

[2]
{
  "formula": "C33H33BF4O2",
  "method": "the ωB97M-V functional and the def2-TZVPD basis",
  "elements": ["F", "C", "C", "C", "F", "C", "C", "C", "C", "C", "C", "F", "C", "C", "F", "C", "C", "H", "H", "H", "H", "H", "H", "H", "C", "C", "C", "C", "C", "C", "O", "B", "C", "C", "C", "C", "C", "C", "C", "C", "C", "C", "C", "C", "C", "C", "O", "H", "H", "H", "H", "H", "H", "H", "H", "H", "H", "H", "H", "H", "H", "H", "H", "H", "H", "H", "H", "H", "H", "H", "H", "H", "H"],
  "coordinates": [[4.481075, -1.795254, -3.550203], [4.632862, -1.090971, -2.374714], [5.414807, -1.658394, -1.371469], [5.528678, -0.922153, -0.187947], [6.274353, -1.454262, 0.838108], [4.886966, 0.282651, 0.014594], [4.033212, 0.814187, -1.002480], [3.264903, 1.980209, -0.665280], [2.813309, 3.024858, -1.517412], [2.614111, 4.305371, -0.911125], [2.115864, 5.354046, -1.661093], [1.903267, 6.563188, -1.041524], [1.790669, 5.237083, -3.013375], [2.064043, 4.008996, -3.605301], [1.744820, 3.845664, -4.936163], [2.601009, 2.924157, -2.924485], [3.949686, 0.108134, -2.236335], [5.897945, -2.619949, -1.492408], [5.021837, 0.845697, 0.936889], [3.285970, 2.245962, 0.399188], [2.894836, 4.444401, 0.131588], [1.351939, 6.059883, -3.568884], [2.860862, 2.027201, -3.472217], [3.340381, 0.474620, -3.054484], [-4.814998, -0.682105, 1.206509], [-3.588610, -1.554305, 1.068761], [-3.663101, -2.726502, 2.051125], [-3.269393, -2.051441, -0.417883], [-3.907190, -3.376168, -0.783116], [-3.630710, -0.991998, -1.450450], [-1.845429, -2.208424, -0.425714], [-1.413570, -1.497115, 0.711680], [-0.440132, -2.280790, 1.693458], [-0.296835, -1.856189, 3.011889], [0.506293, -2.597541, 3.886024], [1.142237, -3.752717, 3.432573], [0.982384, -4.180272, 2.113805], [0.187721, -3.435868, 1.233784], [-0.174637, 0.098179, -0.279297], [1.179030, -0.204393, 0.175265], [-0.864130, 1.309907, 0.085452], [-1.434021, 2.110850, -0.932352], [-1.947615, 3.367808, -0.639807], [-1.964070, 3.831452, 0.683246], [-1.480394, 3.008982, 1.714608], [-0.936023, 1.765209, 1.421393], [-2.435237, -0.774504, 1.376278], [-5.702331, -1.247974, 0.898922], [-4.935365, -0.394037, 2.255919], [-4.731347, 0.225802, 0.601286], [-4.578110, -3.311137, 1.894689], [-2.792407, -3.392119, 1.968833], [-3.683545, -2.335161, 3.075618], [-4.999944, -3.289041, -0.742947], [-3.619707, -3.651029, -1.803183], [-3.588878, -4.174666, -0.104154], [-4.720309, -0.896916, -1.535173], [-3.194065, -0.016560, -1.191567], [-3.233520, -1.298068, -2.425212], [-0.808562, -0.955451, 3.364853], [0.612902, -2.255351, 4.920659], [1.770615, -4.334414, 4.119318], [1.459745, -5.092543, 1.746483], [0.061813, -3.755418, 0.196398], [-0.454495, -0.330430, -1.244190], [1.471068, -1.218633, -0.111183], [1.900309, 0.477022, -0.281915], [1.293890, -0.083019, 1.254511], [-1.426119, 1.726824, -1.957887], [-2.323393, 3.991791, -1.454716], [-2.339370, 4.821805, 0.908304], [-1.517194, 3.350294, 2.752631], [-0.580653, 1.111050, 2.223005]],
  "atomic_forces_ev_per_a": [[0.199, 0.666, 1.020], [-0.151, -0.323, -0.314], [-0.094, 0.339, 0.120], [0.074, -0.345, 0.258], [-0.518, 0.488, -0.934], [-0.357, 0.112, -0.396], [0.717, -0.921, -0.123], [0.173, -0.369, 0.556], [-0.253, 0.965, -0.652], [-0.212, -0.262, -0.298], [-0.091, 0.248, 0.351], [0.203, -0.964, -0.574], [0.056, -0.091, 0.161], [-0.150, -0.327, -0.407], [0.407, 0.217, 1.141], [-0.128, 0.281, 0.320], [0.234, 0.087, 0.368], [-0.041, 0.131, -0.016], [-0.036, -0.318, -0.131], [0.168, -0.056, -0.437], [-0.272, 0.070, -0.226], [0.114, -0.159, 0.087], [-0.343, 0.408, 0.008], [0.171, -0.483, 0.251], [-0.207, 0.002, -0.126], [-0.229, -0.413, -0.666], [-0.058, -0.146, 0.129], [-0.729, 0.437, 0.154], [-0.065, -0.167, 0.066], [-0.065, 0.123, -0.121], [0.005, 0.657, 0.872], [-0.384, -1.266, 1.098], [0.221, 0.869, -0.875], [0.513, -0.388, 0.355], [-0.250, 0.303, -0.025], [0.211, -0.240, 0.211], [-0.211, 0.084, -0.327], [0.520, -0.289, 0.569], [0.677, 0.418, -0.718], [-1.625, -1.241, 0.886], [-0.113, 0.257, 0.192], [-0.008, -0.231, 0.108], [0.005, 0.028, 0.078], [0.290, -0.516, -0.120], [0.029, 0.024, -0.143], [0.216, 0.186, -0.077], [0.516, -0.288, -0.741], [0.039, 0.171, 0.044], [0.007, -0.025, -0.151], [-0.028, -0.162, 0.120], [0.185, 0.090, 0.016], [-0.287, 0.163, -0.025], [0.023, -0.019, -0.196], [0.156, -0.062, -0.008], [-0.049, 0.028, 0.138], [-0.060, 0.157, -0.176], [0.224, 0.095, -0.035], [-0.185, -0.248, -0.016], [-0.064, 0.036, 0.141], [0.127, -0.353, -0.161], [0.068, -0.260, -0.352], [-0.293, 0.266, -0.305], [-0.063, 0.280, 0.275], [-0.012, 0.109, 0.338], [0.093, 0.192, 0.098], [0.156, 0.164, 0.033], [0.692, 1.471, -0.671], [0.191, 0.106, -0.020], [0.023, 0.246, 0.331], [0.086, -0.170, 0.331], [-0.051, -0.063, -0.002], [-0.026, -0.102, -0.377], [-0.081, 0.291, -0.283]],
  "spin_multiplicity": 1,
  "homo_energy_ev": -6.45,
  "lumo_energy_ev": -2.8657,
  "relative_energy_kj_mol": 462.5
}

[3]
{
  "formula": "C33H33BN8S2Yb",
  "method": "the ωB97M-V functional and the def2-TZVPD basis",
  "elements": ["Yb", "C", "N", "C", "C", "N", "C", "C", "C", "C", "C", "C", "C", "S", "C", "C", "C", "C", "C", "C", "S", "H", "H", "H", "H", "H", "H", "H", "H", "H", "H", "H", "H", "H", "H", "H", "H", "H", "H", "C", "C", "N", "N", "C", "B", "N", "C", "C", "C", "N", "N", "C", "C", "C", "N", "H", "H", "H", "H", "H", "H", "H", "H", "H", "H", "C", "C", "C", "C", "C", "C", "C", "C", "H", "H", "H", "H", "H"],
  "coordinates": [[-0.779225, 0.106295, -0.058613], [1.853902, 1.367534, 2.344907], [2.076063, 1.704717, 0.922027], [1.756690, 3.087235, 0.556695], [1.128376, 3.151620, -0.820538], [-0.357255, 2.873472, -0.906641], [-0.754482, 2.734551, -2.300303], [-1.112102, 3.827646, -0.140006], [-1.300023, 5.146916, -0.592313], [-1.799439, 6.133380, 0.260363], [-2.244030, 5.842452, 1.547350], [-2.164662, 4.500502, 1.995331], [-1.553024, 3.508604, 1.184178], [-1.454979, 1.944750, 1.952542], [3.115936, 1.006924, 0.348244], [4.335249, 0.800514, 1.030517], [5.436031, 0.190280, 0.432896], [5.349249, -0.224536, -0.895087], [4.131081, -0.037475, -1.596077], [2.989704, 0.424032, -0.934604], [1.528896, 0.048539, -1.819542], [2.563206, 1.813041, 3.094556], [1.804533, 0.296469, 2.372852], [0.854495, 1.793687, 2.630243], [2.729084, 3.622839, 0.493406], [1.056285, 3.597488, 1.248405], [1.596490, 2.426420, -1.446337], [1.318869, 4.167716, -1.248926], [-0.428126, 3.596403, -2.912547], [-1.865345, 2.546406, -2.409781], [-0.233782, 1.819066, -2.667516], [-0.938316, 5.523879, -1.552174], [-1.910630, 7.151280, -0.114598], [-2.723534, 6.670415, 2.114932], [-2.606700, 4.268466, 2.935107], [4.426876, 0.999077, 2.085664], [6.373515, 0.023888, 0.967531], [6.204242, -0.631050, -1.406209], [3.968628, -0.295691, -2.677798], [-5.331652, 1.485284, -1.219970], [-3.978016, 1.732637, -0.911904], [-3.275116, 0.615597, -0.864505], [-4.219331, -0.405980, -1.028858], [-5.427916, 0.092074, -1.184074], [-3.805333, -1.765286, -0.418181], [-2.707780, -2.380032, -1.336651], [-2.652375, -3.618638, -1.863722], [-1.527191, -3.714449, -2.690924], [-0.962602, -2.439415, -2.612392], [-1.683797, -1.599202, -1.832517], [-3.379103, -1.639404, 1.082729], [-3.854318, -2.313913, 2.123511], [-2.806960, -2.485250, 3.026446], [-1.687703, -1.832809, 2.447834], [-2.064911, -1.217024, 1.350802], [-6.081802, 2.226347, -1.426544], [-3.559502, 2.756260, -0.811242], [-6.274450, -0.563165, -1.292673], [-4.764694, -2.480450, -0.435221], [-3.325463, -4.418423, -1.595377], [-1.286783, -4.547035, -3.351488], [-0.126443, -2.059883, -3.234662], [-4.850678, -2.649220, 2.090982], [-2.965234, -2.969424, 3.959938], [-0.689909, -1.751681, 2.879824], [0.929984, -1.584644, 0.857570], [1.599470, -2.629154, 0.679320], [2.459184, -3.735842, 0.532558], [2.860195, -4.174277, -0.767704], [3.802117, -5.202943, -0.897807], [4.296368, -5.892618, 0.205916], [3.880941, -5.518942, 1.468284], [2.882704, -4.554949, 1.625260], [2.495303, -3.668791, -1.662376], [4.081115, -5.492618, -1.898755], [4.984088, -6.715273, 0.059386], [4.234989, -5.965035, 2.372960], [2.410848, -4.450201, 2.556092]],
  "atomic_forces_ev_per_a": [[1.288, 0.284, -0.396], [-0.794, 1.729, 0.167], [-2.573, -0.074, 2.438], [0.573, -0.257, -0.643], [-0.795, 1.227, -0.390], [0.319, -0.729, 0.970], [-0.436, -0.734, -0.624], [-0.159, 0.847, 0.843], [0.474, 0.255, 0.610], [-0.398, 0.142, -0.240], [-0.259, -0.744, -0.079], [0.318, 1.899, -1.685], [-0.404, 0.329, 0.082], [-0.062, -0.788, -0.746], [1.692, -0.582, -1.028], [0.089, -0.259, -0.301], [-0.148, -0.342, -0.442], [-1.233, 0.886, -0.733], [1.136, -0.535, 0.019], [0.182, -0.022, -0.231], [-1.315, 0.345, -0.065], [-0.021, -0.450, -0.732], [0.135, -0.543, 0.506], [0.973, -0.620, -0.253], [-0.548, 0.286, 0.131], [0.707, -0.623, 0.147], [0.309, -0.347, -0.577], [-0.224, -0.446, 0.172], [-0.273, -0.206, 0.052], [1.237, 0.460, 0.230], [-0.266, 0.740, -0.052], [-0.093, -0.615, 0.058], [0.121, -0.206, 0.026], [0.456, -0.929, -0.137], [0.024, -0.492, 0.583], [-0.179, 0.509, 0.121], [-0.392, 0.084, 0.078], [0.200, -0.153, -0.096], [0.536, -0.056, 1.302], [0.298, -0.617, 0.534], [-0.401, 1.195, -0.876], [-0.657, -0.606, 0.471], [2.470, 0.242, 1.167], [-0.594, 1.303, -0.595], [-0.577, -0.120, -0.363], [0.217, 0.197, -0.090], [0.928, 0.055, -0.024], [-0.935, 0.349, 0.264], [0.197, 0.972, -0.906], [0.552, -1.520, 0.407], [1.630, 1.550, -0.921], [2.113, -0.053, 0.136], [-0.776, 0.228, -0.532], [-1.016, -0.062, 1.714], [-1.074, -1.562, -1.163], [-0.166, -0.071, 0.142], [0.069, -1.098, 0.009], [-0.055, -0.032, -0.015], [-0.162, -0.199, -0.030], [-0.274, 0.332, 0.079], [0.162, 0.364, 0.446], [-0.543, -0.172, 0.938], [-0.890, -0.512, 0.151], [0.500, -0.256, 0.542], [-0.344, 0.161, -0.459], [0.438, -1.581, -0.769], [-1.738, 2.593, 0.957], [0.466, -2.038, -0.647], [0.781, 0.201, 0.853], [-0.961, 0.196, 0.045], [0.356, 0.265, -0.347], [-1.218, 0.480, -0.034], [0.667, 0.601, -1.975], [0.048, 0.045, 0.359], [0.164, -0.134, -0.117], [0.163, 0.080, 0.062], [0.248, -0.617, 0.236], [-0.282, 0.573, 1.266]],
  "spin_multiplicity": 2,
  "homo_energy_ev": [-3.98, -3.98],
  "total_charge": -1,
  "lumo_energy_ev": [2.6096, 2.6094],
  "s2": 0.7509,
  "relative_energy_kj_mol": 0.0
}

no.,electronic energy (eV),largest force on an atom (eV/A)
1,-148747.5667,1.06
2,-50396.4720,2.23
3,-100557.1209,3.55